The following is a quantum chemistry calculation of a structure of composition C9H22N2Si in a non-equilibrium geometry, from the Open Molecules 2025 dataset.

Computed properties:
energy relative to the best compared isomer or geometry (same formula, charge and spin)	400.04	kJ/mol
total energy	-754.99321	a.u.
LUMO level	0.87	eV
orbital gap	8.9	eV

```
! wB97M-V def2-TZVPD RIJCOSX def2/J DEFGRID3
* xyz 0 1
C -3.063 1.010 -0.702
C -1.786 0.816 -1.087
C 3.189 2.149 -1.252
C 0.815 1.047 2.935
C -0.265 -3.118 -0.076
C -1.652 -2.460 -1.916
C 1.810 1.752 -0.701
C -0.630 0.778 2.411
C 1.446 0.299 -0.741
N -0.762 -0.432 1.568
N -1.038 -2.056 -0.631
Si -0.729 -0.443 -0.152
H -3.711 1.772 -0.973
H -3.574 0.445 0.012
H -1.084 1.446 -1.671
H 3.333 1.640 -2.276
H 3.201 3.243 -1.204
H 3.881 1.690 -0.689
H 1.393 0.886 2.121
H 0.794 2.027 3.119
H 0.990 0.275 3.753
H 0.316 -3.707 -0.746
H 0.672 -2.631 0.535
H -0.782 -3.912 0.620
H -0.938 -2.846 -2.567
H -2.550 -3.117 -1.541
H -1.983 -1.534 -2.242
H 1.676 2.122 0.251
H 0.947 2.322 -1.318
H -1.413 0.649 3.281
H -1.137 1.481 1.708
H 2.170 -0.178 -0.148
H 1.647 -0.130 -1.632
H -1.184 -1.283 1.951
*
```

How is the electron density shared among the atoms? According to Mulliken, the charges in e are: atom 1 (C): -0.715, atom 2 (C): -0.312, atom 3 (C): -1.404, atom 4 (C): -1.029, atom 5 (C): -1.038, atom 6 (C): -1.124, atom 7 (C): 0.065, atom 8 (C): -0.590, atom 9 (C): -1.614, atom 10 (N): 0.001, atom 11 (N): 0.246, atom 12 (Si): 0.203, atom 13 (H): 0.326, atom 14 (H): 0.268, atom 15 (H): 0.227, atom 16 (H): 0.275, atom 17 (H): 0.366, atom 18 (H): 0.418, atom 19 (H): 0.141, atom 20 (H): 0.404, atom 21 (H): 0.304, atom 22 (H): 0.416, atom 23 (H): 0.237, atom 24 (H): 0.243, atom 25 (H): 0.370, atom 26 (H): 0.336, atom 27 (H): 0.338, atom 28 (H): 0.223, atom 29 (H): 0.108, atom 30 (H): 0.329, atom 31 (H): 0.334, atom 32 (H): 0.510, atom 33 (H): 0.861, atom 34 (H): 0.276



The following is a quantum chemistry calculation of a structure of composition C9H22N4O7Sn in a non-equilibrium geometry, from the Open Molecules 2025 dataset.

Computed properties:
energy relative to the best compared isomer or geometry (same formula, charge and spin)	570.57	kJ/mol
total energy	-1315.66856	a.u.
LUMO level (alpha / beta)	-1.42 / -1.81	eV
orbital gap (alpha / beta)	5.6 / 5.0	eV

```
! wB97M-V def2-TZVPD RIJCOSX def2/J DEFGRID3
* xyz 0 1
O -0.933 -0.073 -3.857
H -0.594 -0.997 -3.511
Sn 0.046 0.614 -0.975
N 1.668 -0.200 0.415
N 0.645 -1.333 -1.808
N -0.791 1.000 1.046
N -2.186 0.323 -1.201
O 1.951 0.049 1.659
O -0.249 0.955 2.271
O -2.900 -0.140 -2.168
O 0.081 -2.064 -2.713
C 1.829 -1.797 -1.327
C 2.322 -1.257 -0.112
C -2.124 1.130 1.071
C -2.858 0.768 -0.097
C 3.304 -1.925 0.782
H 2.790 -2.430 1.616
H 4.002 -1.192 1.203
H 3.877 -2.678 0.233
C 2.295 -3.047 -1.961
H 2.344 -2.921 -3.047
H 1.593 -3.861 -1.740
H 3.288 -3.322 -1.597
C -2.773 1.371 2.387
C -4.336 0.672 -0.142
H -2.167 2.040 2.999
H -2.915 0.420 2.918
H -3.759 1.817 2.232
H -4.616 0.160 -1.068
H -4.765 1.681 -0.146
H -4.711 0.120 0.727
H 0.755 0.603 2.066
H -1.793 -0.060 -3.357
C 0.092 1.428 -2.969
H 1.139 1.100 -2.893
H -0.555 2.204 -2.530
H 0.192 1.880 -3.949
O 2.929 4.522 0.222
H 2.043 4.902 0.432
H 2.971 3.720 0.758
O -0.889 -2.043 0.754
H -1.217 -2.841 0.323
H -0.657 -2.347 1.673
*
```

How is the electron density shared among the atoms? According to Mulliken, the charges in e are: atom 1 (O): -0.568, atom 2 (H): 0.449, atom 3 (Sn): 0.646, atom 4 (N): 0.304, atom 5 (N): 0.538, atom 6 (N): 0.249, atom 7 (N): 0.720, atom 8 (O): -0.793, atom 9 (O): -0.583, atom 10 (O): -0.908, atom 11 (O): -0.847, atom 12 (C): 0.106, atom 13 (C): 0.488, atom 14 (C): 0.417, atom 15 (C): 0.297, atom 16 (C): -1.256, atom 17 (H): 0.230, atom 18 (H): 0.330, atom 19 (H): 0.381, atom 20 (C): -1.453, atom 21 (H): 0.353, atom 22 (H): 0.255, atom 23 (H): 0.450, atom 24 (C): -1.531, atom 25 (C): -1.536, atom 26 (H): 0.436, atom 27 (H): 0.280, atom 28 (H): 0.442, atom 29 (H): 0.398, atom 30 (H): 0.314, atom 31 (H): 0.352, atom 32 (H): 0.478, atom 33 (H): 0.408, atom 34 (C): -1.160, atom 35 (H): 0.390, atom 36 (H): 0.419, atom 37 (H): 0.471, atom 38 (O): -0.641, atom 39 (H): 0.314, atom 40 (H): 0.324, atom 41 (O): -0.475, atom 42 (H): 0.254, atom 43 (H): 0.258



The following is a quantum chemistry calculation of a structure of composition C9H22N5 in a non-equilibrium geometry, from the Open Molecules 2025 dataset.

Computed properties:
energy relative to the best compared isomer or geometry (same formula, charge and spin)	166.83	kJ/mol
total energy	-629.52448	a.u.
LUMO level	-2.73	eV
orbital gap	10.5	eV

```
! wB97M-V def2-TZVPD RIJCOSX def2/J DEFGRID3
* xyz 1 1
C -0.568 -0.227 0.811
C 1.564 -2.807 2.361
C 2.438 2.143 -0.960
C 2.805 -1.053 -1.468
C -4.594 1.172 -2.293
C 1.901 -1.418 1.629
C 2.316 1.013 0.069
C 1.064 -1.186 0.391
C 1.685 -0.285 -0.664
N -1.482 -0.011 -0.164
N -2.518 0.480 0.492
N -1.064 0.170 1.972
N -2.327 0.571 1.725
N -4.718 1.388 -0.807
H 2.450 -3.243 2.693
H 0.916 -2.755 3.378
H 0.958 -3.433 1.746
H 1.566 2.399 -1.391
H 3.184 1.996 -1.722
H 2.791 2.990 -0.343
H 3.798 -0.558 -1.401
H 2.896 -2.032 -1.037
H 2.372 -1.115 -2.529
H -5.651 1.057 -2.672
H -4.244 1.998 -2.810
H -4.108 0.234 -2.579
H 1.846 -0.557 2.336
H 3.061 -1.432 1.362
H 1.759 1.314 0.900
H 3.281 0.852 0.573
H 0.529 -2.128 0.068
H 0.941 0.190 -1.263
H -0.670 0.357 2.874
H -4.937 2.197 -0.302
H -3.707 1.052 -0.359
H -5.535 0.668 -0.617
*
```

How is the electron density shared among the atoms? According to Mulliken, the charges in e are: atom 1 (C): -0.061, atom 2 (C): -1.218, atom 3 (C): -1.493, atom 4 (C): -1.373, atom 5 (C): -0.797, atom 6 (C): -0.175, atom 7 (C): -0.785, atom 8 (C): -0.429, atom 9 (C): 0.058, atom 10 (N): -0.395, atom 11 (N): 0.207, atom 12 (N): 0.344, atom 13 (N): -0.958, atom 14 (N): -0.352, atom 15 (H): 0.373, atom 16 (H): 0.240, atom 17 (H): 0.348, atom 18 (H): 0.461, atom 19 (H): 0.319, atom 20 (H): 0.391, atom 21 (H): 0.310, atom 22 (H): 0.414, atom 23 (H): 0.315, atom 24 (H): 0.350, atom 25 (H): 0.356, atom 26 (H): 0.293, atom 27 (H): 0.360, atom 28 (H): 0.364, atom 29 (H): 0.484, atom 30 (H): 0.388, atom 31 (H): 0.497, atom 32 (H): 0.702, atom 33 (H): 0.272, atom 34 (H): 0.330, atom 35 (H): 0.450, atom 36 (H): 0.410



The following is a quantum chemistry calculation of a structure of composition C9H23AlN2O6P in a non-equilibrium geometry, from the Open Molecules 2025 dataset.

Computed properties:
energy relative to the best compared isomer or geometry (same formula, charge and spin)	0.00	kJ/mol
total energy	-1500.26555	a.u.
LUMO level	-14.69	eV
orbital gap	1.0	eV

```
! wB97M-V def2-TZVPD RIJCOSX def2/J DEFGRID3
* xyz 3 1
Al -2.458 -4.187 -0.093
C -3.200 2.744 -3.987
O -3.441 1.863 -3.154
N -3.522 4.056 -3.918
C -3.039 4.995 -4.881
C -4.278 4.539 -2.776
H -2.638 2.625 -4.926
H -3.793 5.597 -5.388
H -2.578 4.554 -5.765
H -2.194 5.588 -4.531
H -4.189 3.880 -1.912
H -3.767 5.435 -2.423
H -5.325 4.827 -2.872
C -2.773 -2.385 7.788
O -2.282 -2.819 6.764
N -2.386 -2.745 9.033
C -2.731 -1.823 10.177
C -1.428 -3.789 9.384
H -3.635 -1.710 7.903
H -3.778 -1.969 10.443
H -2.540 -0.800 9.851
H -2.127 -1.990 11.068
H -1.351 -4.513 8.573
H -0.522 -3.236 9.635
H -1.732 -4.388 10.242
C 3.994 1.003 -3.502
O 4.245 -0.098 -4.349
P 4.008 -1.590 -3.798
O 2.673 -1.718 -3.112
O 5.232 -1.915 -2.850
C 5.481 -1.144 -1.724
O 4.254 -2.488 -5.111
C 3.474 -2.061 -6.183
H 4.930 1.356 -3.069
H 3.260 0.900 -2.703
H 3.681 1.898 -4.040
H 5.825 -1.759 -0.893
H 4.609 -0.647 -1.300
H 6.180 -0.365 -2.029
H 4.216 -1.713 -6.902
H 2.847 -1.171 -6.128
H 2.798 -2.838 -6.539
*
```

How is the electron density shared among the atoms? According to Mulliken, the charges in e are: atom 1 (Al): 1.000, atom 2 (C): 0.257, atom 3 (O): -0.440, atom 4 (N): 0.160, atom 5 (C): -0.840, atom 6 (C): -0.818, atom 7 (H): 0.317, atom 8 (H): 0.365, atom 9 (H): 0.319, atom 10 (H): 0.387, atom 11 (H): 0.322, atom 12 (H): 0.365, atom 13 (H): 0.332, atom 14 (C): 0.152, atom 15 (O): -0.406, atom 16 (N): 0.146, atom 17 (C): -0.898, atom 18 (C): -0.815, atom 19 (H): 0.400, atom 20 (H): 0.361, atom 21 (H): 0.406, atom 22 (H): 0.381, atom 23 (H): 0.330, atom 24 (H): 0.398, atom 25 (H): 0.370, atom 26 (C): -0.720, atom 27 (O): -0.234, atom 28 (P): 1.052, atom 29 (O): -0.561, atom 30 (O): -0.261, atom 31 (C): -0.649, atom 32 (O): -0.312, atom 33 (C): -0.726, atom 34 (H): 0.303, atom 35 (H): 0.365, atom 36 (H): 0.296, atom 37 (H): 0.297, atom 38 (H): 0.342, atom 39 (H): 0.294, atom 40 (H): 0.314, atom 41 (H): 0.342, atom 42 (H): 0.306



The following is a quantum chemistry calculation of a cluster of 3 separate species, C9H23BFNO8PS2 in total in a non-equilibrium geometry, from the Open Molecules 2025 dataset.

Computed properties:
total energy	-2275.82329	a.u.
LUMO level	2.62	eV
orbital gap	8.0	eV

```
! wB97M-V def2-TZVPD RIJCOSX def2/J DEFGRID3
* xyz -1 1
N -1.224 -2.502 2.486
P -1.763 -2.123 0.982
O -3.155 -3.120 0.552
O -2.216 -0.411 0.929
B -0.444 -2.403 -0.378
C 0.704 -1.238 -0.199
S 0.573 -0.078 -1.691
O 1.339 1.265 -1.379
O -0.881 0.331 -2.035
S 0.209 -4.164 -0.385
O 1.776 -4.261 -0.496
O -0.286 -4.971 0.873
F -0.507 -4.972 -1.758
H -1.309 -1.608 3.037
H -3.425 -2.754 -0.363
H -2.647 -0.247 0.026
H -0.968 -2.221 -1.414
H 1.796 -1.681 -0.101
H 0.529 -0.555 0.754
H 1.173 -0.783 -2.784
C -4.547 4.298 -0.029
C -3.447 3.621 0.746
C -4.215 2.613 1.573
O -5.371 2.243 0.809
C -5.500 3.152 -0.292
H -4.204 4.785 -0.945
H -5.035 5.052 0.600
H -2.773 3.100 0.055
H -2.851 4.306 1.354
H -4.563 3.054 2.514
H -3.625 1.722 1.803
H -5.228 2.611 -1.205
H -6.539 3.481 -0.379
C 5.672 0.478 -0.641
C 6.233 -0.689 0.130
C 4.982 -1.326 0.695
O 3.926 -1.068 -0.240
C 4.383 -0.093 -1.187
H 6.339 0.850 -1.423
H 5.454 1.305 0.046
H 6.728 -1.384 -0.559
H 6.952 -0.402 0.902
H 4.702 -0.871 1.651
H 5.090 -2.405 0.840
H 4.549 -0.607 -2.141
H 3.613 0.670 -1.332
*
```

How is the electron density shared among the atoms? According to Mulliken, the charges in e are: atom 1 (N): -0.796, atom 2 (P): 0.518, atom 3 (O): -0.508, atom 4 (O): -0.385, atom 5 (B): 0.276, atom 6 (C): -0.343, atom 7 (S): 0.783, atom 8 (O): -0.663, atom 9 (O): -0.586, atom 10 (S): 1.062, atom 11 (O): -0.603, atom 12 (O): -0.589, atom 13 (F): -0.355, atom 14 (H): 0.210, atom 15 (H): 0.325, atom 16 (H): 0.276, atom 17 (H): -0.089, atom 18 (H): 0.085, atom 19 (H): 0.248, atom 20 (H): 0.160, atom 21 (C): -0.506, atom 22 (C): -0.431, atom 23 (C): -0.299, atom 24 (O): -0.400, atom 25 (C): -0.419, atom 26 (H): 0.335, atom 27 (H): 0.259, atom 28 (H): 0.191, atom 29 (H): 0.338, atom 30 (H): 0.280, atom 31 (H): 0.131, atom 32 (H): 0.265, atom 33 (H): 0.261, atom 34 (C): -0.589, atom 35 (C): -0.564, atom 36 (C): -0.579, atom 37 (O): -0.281, atom 38 (C): -0.307, atom 39 (H): 0.350, atom 40 (H): 0.278, atom 41 (H): 0.259, atom 42 (H): 0.335, atom 43 (H): 0.323, atom 44 (H): 0.299, atom 45 (H): 0.208, atom 46 (H): 0.237



The following is a quantum chemistry calculation of a structure of composition C9H23BeN5O6 in a non-equilibrium geometry, from the Open Molecules 2025 dataset.

Computed properties:
energy relative to the best compared isomer or geometry (same formula, charge and spin)	534.46	kJ/mol
total energy	-1096.33275	a.u.
LUMO level (alpha / beta)	-2.92 / -2.91	eV
orbital gap (alpha / beta)	4.7 / 4.7	eV

```
! wB97M-V def2-TZVPD RIJCOSX def2/J DEFGRID3
* xyz 0 1
O -1.086 0.763 -2.455
H -1.917 1.354 -2.648
Be -0.780 0.218 -0.437
N 0.540 1.165 1.650
N 0.850 0.865 -0.948
N -0.731 -1.063 1.413
N -0.383 -1.360 -1.058
O 0.793 0.972 2.854
O -1.048 -0.839 2.681
O 0.165 -1.621 -2.219
O 1.446 0.509 -2.025
C 1.447 1.927 -0.371
C 1.327 2.104 1.036
C -0.934 -2.302 1.040
C -0.739 -2.506 -0.369
C 2.057 3.118 1.812
H 1.720 3.097 2.856
H 1.940 4.118 1.383
H 3.126 2.877 1.811
C 2.344 2.680 -1.233
H 1.817 2.917 -2.171
H 3.190 2.059 -1.557
H 2.737 3.584 -0.771
C -1.298 -3.461 1.873
C -0.784 -3.802 -1.038
H -1.525 -3.110 2.891
H -0.491 -4.190 1.918
H -2.165 -3.985 1.473
H -0.584 -3.719 -2.109
H -1.790 -4.245 -0.935
H -0.085 -4.535 -0.592
H -0.441 -0.078 2.926
H 0.531 -0.707 -2.557
C -1.895 1.162 0.265
H -1.817 1.790 1.217
H -2.637 0.243 0.323
H -2.370 1.614 -0.776
O -3.706 2.654 -3.682
H -3.832 1.918 -4.259
H -2.990 3.175 -4.083
N 2.283 -1.477 1.597
H 2.977 -1.023 0.944
H 2.809 -2.116 2.115
H 1.927 -0.743 2.219
*
```

How is the electron density shared among the atoms? According to Mulliken, the charges in e are: atom 1 (O): -0.716, atom 2 (H): 0.136, atom 3 (Be): 0.399, atom 4 (N): 0.583, atom 5 (N): 0.971, atom 6 (N): 0.808, atom 7 (N): 0.606, atom 8 (O): -0.653, atom 9 (O): -0.614, atom 10 (O): -0.505, atom 11 (O): -0.577, atom 12 (C): 0.194, atom 13 (C): 0.232, atom 14 (C): 0.561, atom 15 (C): -0.035, atom 16 (C): -1.644, atom 17 (H): 0.390, atom 18 (H): 0.408, atom 19 (H): 0.317, atom 20 (C): -1.483, atom 21 (H): 0.352, atom 22 (H): 0.300, atom 23 (H): 0.434, atom 24 (C): -1.632, atom 25 (C): -1.481, atom 26 (H): 0.381, atom 27 (H): 0.305, atom 28 (H): 0.355, atom 29 (H): 0.390, atom 30 (H): 0.321, atom 31 (H): 0.294, atom 32 (H): 0.468, atom 33 (H): 0.519, atom 34 (C): -0.531, atom 35 (H): 0.215, atom 36 (H): -0.060, atom 37 (H): 0.014, atom 38 (O): -0.650, atom 39 (H): 0.313, atom 40 (H): 0.319, atom 41 (N): -0.538, atom 42 (H): 0.190, atom 43 (H): 0.225, atom 44 (H): 0.119